1.
C2H5ClN2O | ωB97M-V/def2-TZVPD

The energy above the lowest of the compared OMol25 structures with the same formula, charge and spin comes out at 0.937 eV. The net charge is 0. The HOMO-LUMO gap (alpha / beta) comes out at 4.963 / 8.385 eV. Its strongest force on any atom is 6.51 eV/A. As for the multiplicity: 3. The value obtained for the calculated total energy is -723.8851 a.u. The expectation value of S² is 2.0058.

Geometry as XYZ:
```
11
Properties=species:S:1:pos:R:3:forces:R:3
H -0.866547 1.498459 1.073622 0.6 1.7 0.1
C -0.720874 -0.910774 -0.376475 0.5 -0.5 -6.5
H 2.778684 0.620977 0.125659 -3.9 0.3 -0.7
Cl -0.720340 -2.349752 -1.401135 -0.8 0.6 1.1
H -0.798703 0.891309 -1.146051 -0.5 0.1 -0.5
O 1.729819 0.664537 -0.111159 4.4 -0.2 0.5
N -1.212085 0.642336 0.759226 -0.8 -1.9 1.8
N -1.457649 0.320413 -0.610057 0.0 0.4 -2.6
H 1.738781 0.144279 -0.927711 -0.3 0.0 0.1
C -0.534853 -0.540711 0.925329 0.4 -0.9 6.2
H 0.063765 -0.981073 1.688751 0.3 0.5 0.5
```
Positions in Å, forces in eV/Å.

***

2.
C2H5ClN2O2S | ωB97M-V/def2-TZVPD

The energy above the lowest of the compared OMol25 structures with the same formula, charge and spin comes out at 0.289 eV. The net charge is 0. The HOMO-LUMO gap comes out at 9.475 eV. Its strongest force on any atom is 3.73 eV/A. As for the multiplicity: 1. Its SMILES is [H]/N=N/[C@H](Cl)S(C)(=O)=O. The value obtained for the calculated total energy is -1197.4588 a.u.

Geometry as XYZ:
```
13
Properties=species:S:1:pos:R:3:forces:R:3
N 0.370745 -1.700259 0.985997 1.2 -0.8 1.2
H 0.213841 -2.150851 1.922883 -0.5 0.6 -0.8
C 2.032857 -0.685932 -0.055396 -2.4 2.8 -0.4
S 1.267128 1.189094 0.080675 -0.4 -1.3 -1.3
Cl 3.701553 -0.447179 0.056092 1.0 -0.2 -0.5
H -0.915808 1.213589 1.007381 -0.3 0.4 1.8
N 1.523543 -1.230639 1.107417 -1.0 -1.8 1.5
C -0.566342 1.001904 0.051320 1.9 -0.2 -0.4
H 1.518628 -1.063817 -0.931529 0.8 -0.3 -0.6
O 1.764741 1.792872 -1.102957 0.0 0.8 -0.9
O 1.677992 1.605427 1.359589 0.3 0.9 1.8
H -1.185807 1.526482 -0.651112 0.5 0.2 -0.8
H -0.531874 -0.053704 -0.034888 -1.1 -1.1 -0.5
```
Positions in Å, forces in eV/Å.

***

3.
C2H5ClN2O3 | ωB97M-V/def2-TZVPD

The energy above the lowest of the compared OMol25 structures with the same formula, charge and spin comes out at 0.000 eV. The net charge is 0. The HOMO-LUMO gap (alpha / beta) comes out at 6.784 / 7.547 eV. Its strongest force on any atom is 7.60 eV/A. As for the multiplicity: 3. The value obtained for the calculated total energy is -874.4592 a.u. The expectation value of S² is 2.0096.

Geometry as XYZ:
```
13
Properties=species:S:1:pos:R:3:forces:R:3
Cl 0.105782 -2.227295 0.109844 1.0 -7.5 0.6
H -2.177499 -1.825184 -0.182401 0.2 -2.4 -0.4
O 1.754190 0.277145 -1.147581 -0.4 1.2 2.2
N -0.126787 -0.529657 -0.060700 -0.1 4.6 0.0
H 0.646648 1.248750 0.552274 0.9 -0.9 -1.6
C 1.032835 0.257621 0.092670 1.1 2.6 1.6
C -1.390585 0.033855 -0.037970 -2.4 -2.0 -0.7
O 1.922450 -0.227548 1.101601 0.4 0.1 -1.4
N -2.442859 -0.904375 -0.130463 0.3 4.0 -0.1
O -1.579846 1.201177 0.007231 -0.2 2.3 0.2
H 1.183274 -0.212411 -1.701611 -0.6 -0.9 -1.6
H -3.273492 -0.519340 -0.607150 0.8 -0.7 0.7
H 2.814506 -0.083706 0.694096 -1.0 -0.4 0.6
```
Positions in Å, forces in eV/Å.

***

4.
C2H5ClN2S | ωB97M-V/def2-TZVPD

The energy above the lowest of the compared OMol25 structures with the same formula, charge and spin comes out at 5.208 eV. The net charge is 0. The HOMO-LUMO gap comes out at 5.173 eV. Its strongest force on any atom is 1.66 eV/A. As for the multiplicity: 1. The value obtained for the calculated total energy is -1046.8889 a.u.

Geometry as XYZ:
```
11
Properties=species:S:1:pos:R:3:forces:R:3
Cl -3.614210 -0.438471 0.074784 -0.2 0.2 0.5
H 2.222777 -0.078040 -0.057640 -0.2 0.3 -0.1
S -1.243830 1.066643 0.344182 0.6 -0.1 -0.4
N 0.849369 -1.537634 0.062762 -0.4 0.1 -0.5
H 1.183438 0.070583 1.404397 0.2 0.0 -0.2
H 0.223365 -1.938667 0.757350 0.0 0.2 0.2
C 0.320032 0.813695 -0.459349 -1.3 0.9 0.0
C 1.216051 -0.245803 0.348051 0.3 -1.2 1.1
N -2.139675 0.083288 -0.539225 0.8 -0.5 -0.6
H 0.136855 0.438681 -1.462138 0.0 0.0 0.0
H 0.845824 1.765727 -0.473172 0.0 0.1 0.0
```
Positions in Å, forces in eV/Å.

***

5.
C2H5ClN2S | ωB97M-V/def2-TZVPD

The energy above the lowest of the compared OMol25 structures with the same formula, charge and spin comes out at 5.490 eV. The net charge is 0. The HOMO-LUMO gap comes out at 7.878 eV. Its strongest force on any atom is 9.85 eV/A. As for the multiplicity: 1. The value obtained for the calculated total energy is -1046.8786 a.u.

Geometry as XYZ:
```
11
Properties=species:S:1:pos:R:3:forces:R:3
Cl -1.881130 -1.106811 -0.435655 -0.5 -2.3 -0.5
H 0.582356 -1.296175 1.367480 0.7 3.3 -4.6
H -2.017580 0.967937 -0.076951 0.8 0.7 1.0
C 0.076903 0.536168 -0.005190 1.7 3.5 -1.9
H 2.252243 -2.134022 -1.631606 0.7 2.4 2.6
C -1.317653 0.278130 0.424847 -2.3 1.6 1.2
H -0.146301 2.241859 -0.557988 -0.2 0.5 -1.0
N 0.893596 -0.456878 0.219786 3.3 -7.5 5.5
H -1.607418 0.200419 1.548010 1.0 0.1 -1.9
N 0.568621 1.536477 -0.714556 -2.0 -1.0 2.2
S 2.596365 -0.767107 -0.138173 -3.3 -1.5 -2.5
```
Positions in Å, forces in eV/Å.

***

6.
C2H5ClN2S | ωB97M-V/def2-TZVPD

The energy above the lowest of the compared OMol25 structures with the same formula, charge and spin comes out at 6.952 eV. The net charge is 0. The HOMO-LUMO gap (alpha / beta) comes out at 7.475 / 7.475 eV. Its strongest force on any atom is 3.61 eV/A. As for the multiplicity: 1. The value obtained for the calculated total energy is -1046.8248 a.u.

Geometry as XYZ:
```
11
Properties=species:S:1:pos:R:3:forces:R:3
C 0.700473 -0.366325 0.206919 -1.6 3.1 -1.1
H 2.361671 -1.584003 0.760422 -1.4 0.7 -1.3
S -0.662189 -1.415560 0.062489 0.4 1.9 0.5
N 0.038186 1.636880 0.010102 0.8 -3.1 -0.7
H -1.846252 0.032903 -1.284751 0.2 0.3 -2.8
H -2.884698 -0.638180 -0.122913 0.2 0.9 0.5
H 0.590831 2.163813 0.668066 1.1 -0.2 0.7
N 1.933070 -0.838330 0.140050 1.4 -0.7 1.5
Cl 3.310116 0.145539 -0.277166 -0.7 0.2 0.3
C -1.950282 -0.069115 -0.272634 0.1 -1.9 1.6
H -1.590929 0.932376 0.109412 -0.6 -1.2 0.7
```
Positions in Å, forces in eV/Å.

***

7.
C2H5ClNO7PSi | ωB97M-V/def2-TZVPD

The net charge is -2. The HOMO-LUMO gap comes out at 2.348 eV. Its strongest force on any atom is 3.60 eV/A. As for the multiplicity: 1. The value obtained for the calculated total energy is -1751.6650 a.u.

Geometry as XYZ:
```
18
Properties=species:S:1:pos:R:3:forces:R:3
O -3.856525 0.642566 -2.014388 -0.2 0.1 -0.2
H 1.003240 1.840952 0.419703 -0.2 -0.1 0.0
O -2.548059 2.436850 -1.532222 0.4 -0.2 -0.7
Si 0.259121 -0.511158 0.298882 -2.0 3.0 -0.4
Cl 3.457117 -1.815253 0.311506 -0.2 0.5 -0.2
H 2.366738 0.802203 0.780072 0.0 -0.1 0.3
O -3.323939 1.195676 0.117734 -0.5 -0.4 -0.3
H 1.086046 1.124857 2.017248 0.2 -0.1 0.0
H -0.719190 1.027314 -0.927194 -1.3 1.1 -0.3
O -0.654391 -1.211832 1.581235 1.0 0.1 -0.7
O 1.753791 -1.296973 -2.241070 0.4 -0.7 2.0
O 0.598486 -2.701355 2.482913 -0.4 1.3 0.2
N 0.164359 -1.589899 2.625271 0.3 -1.5 0.1
O -0.781623 0.071271 -0.868725 2.3 -2.2 1.2
H 1.579447 -0.363006 -2.146152 -0.3 0.7 -0.4
P 1.598977 -1.994577 -0.694946 0.0 -1.7 -1.9
C 1.299398 0.935945 0.963054 -0.3 -0.1 -0.2
C -3.282995 1.406420 -1.172920 0.8 0.4 1.3
```
Positions in Å, forces in eV/Å.

***

8.
C2H5ClS | ωB97M-V/def2-TZVPD

The energy above the lowest of the compared OMol25 structures with the same formula, charge and spin comes out at 0.302 eV. The net charge is 0. The HOMO-LUMO gap comes out at 9.652 eV. Its strongest force on any atom is 3.31 eV/A. As for the multiplicity: 1. Its SMILES is C[C@@H](S)Cl. The value obtained for the calculated total energy is -937.5471 a.u.

Geometry as XYZ:
```
9
Properties=species:S:1:pos:R:3:forces:R:3
C 0.465014 0.264924 0.359286 1.0 -3.1 -0.3
Cl 1.851936 1.194317 -0.111716 0.2 0.3 0.0
H 0.365697 0.237987 1.437697 0.0 0.1 -0.1
H -1.021567 1.600624 -0.306771 -0.1 0.2 0.1
H 0.123119 -2.353504 0.700386 -0.4 -0.2 0.3
H -0.556114 0.390639 -1.500549 0.0 0.0 0.0
C -0.750014 0.555442 -0.441296 -0.1 0.0 -0.3
H -1.579023 -0.070705 -0.125255 -0.1 -0.1 0.0
S 1.100953 -1.819721 -0.011782 -0.5 2.8 0.2
```
Positions in Å, forces in eV/Å.

***

9.
C2H5ClS | ωB97M-V/def2-TZVPD

The energy above the lowest of the compared OMol25 structures with the same formula, charge and spin comes out at 1.732 eV. The net charge is 0. The HOMO-LUMO gap comes out at 9.632 eV. Its strongest force on any atom is 4.85 eV/A. As for the multiplicity: 1. The value obtained for the calculated total energy is -937.4945 a.u.

Geometry as XYZ:
```
9
Properties=species:S:1:pos:R:3:forces:R:3
C -0.666364 -0.107997 -0.467199 3.5 2.2 2.6
H -0.660995 0.134227 -1.480618 0.0 -0.3 -1.6
H 1.873852 0.604664 -0.832125 -0.2 -0.2 0.0
C 1.288710 0.460080 0.075260 -3.0 -0.4 0.2
Cl -1.709463 1.091319 0.287145 -0.2 0.2 0.1
H -1.883682 -1.434402 1.089629 1.0 -0.2 -1.1
S -1.026976 -1.745505 0.025706 -0.9 -0.5 0.9
H 1.202817 1.446483 0.652289 -0.1 -1.7 -0.7
H 1.582098 -0.448870 0.649910 -0.1 1.0 -0.3
```
Positions in Å, forces in eV/Å.

***

10.
C2H5F2NO | ωB97M-V/def2-TZVPD

The energy above the lowest of the compared OMol25 structures with the same formula, charge and spin comes out at 2.927 eV. The net charge is 0. The HOMO-LUMO gap comes out at 9.071 eV. Its strongest force on any atom is 3.57 eV/A. As for the multiplicity: 1. The value obtained for the calculated total energy is -408.8126 a.u.

Geometry as XYZ:
```
11
Properties=species:S:1:pos:R:3:forces:R:3
F 0.079079 0.195502 -0.604850 0.9 0.0 0.1
H -3.653440 -0.526409 0.299428 -1.2 -0.4 -0.1
O -2.439235 -1.084528 -1.047721 3.2 0.3 -1.5
N 1.658481 1.234410 0.667617 -0.7 -1.1 -2.2
C -2.597105 -0.534688 0.092735 0.8 0.9 1.4
H -1.406689 -0.951195 -1.254193 -3.0 -0.8 0.4
H 2.513229 1.245927 1.141050 1.6 -0.4 0.4
C 1.360729 0.079763 -0.128057 1.7 0.2 -0.6
H 2.118417 -0.021869 -1.035208 -1.6 0.1 1.9
H 0.958384 1.501487 1.296068 -1.5 0.1 0.8
F 1.408150 -1.138397 0.573135 -0.1 1.0 -0.6
```
Positions in Å, forces in eV/Å.

***

11.
C2H5F2OP | ωB97M-V/def2-TZVPD

The net charge is 0. The HOMO-LUMO gap (alpha / beta) comes out at 6.496 / 7.862 eV. Its strongest force on any atom is 4.76 eV/A. As for the multiplicity: 3. The value obtained for the calculated total energy is -695.3906 a.u. The expectation value of S² is 2.0022.

Geometry as XYZ:
```
11
Properties=species:S:1:pos:R:3:forces:R:3
H -0.492344 0.739826 -1.168903 -0.3 1.1 -1.9
H -0.222157 -1.522234 -1.456154 0.5 0.0 0.3
H 0.150163 -1.018713 0.972345 -0.9 -2.0 2.2
F -2.421804 -0.486712 1.537956 -0.8 0.0 0.6
H -1.005775 1.214539 0.389857 -0.5 3.0 2.5
O 0.616956 -1.301562 -1.010223 -0.3 -0.4 -0.3
F -3.385450 0.613717 -0.218527 -0.9 0.3 0.4
P -2.258534 -0.508135 -0.067969 -0.6 -0.5 -0.8
C 0.365366 -0.502167 0.121283 0.4 1.5 -1.2
H 1.290412 -0.030390 0.384548 0.7 0.8 -0.4
C -0.782194 0.448239 -0.213846 2.6 -3.7 -1.5
```
Positions in Å, forces in eV/Å.

***

12.
C2H5FIN | ωB97M-V/def2-TZVPD

The energy above the lowest of the compared OMol25 structures with the same formula, charge and spin comes out at 3.416 eV. The net charge is 0. The HOMO-LUMO gap comes out at 8.297 eV. Its strongest force on any atom is 4.47 eV/A. As for the multiplicity: 1. Its SMILES is CCN(F)I. The value obtained for the calculated total energy is -531.3815 a.u.

Geometry as XYZ:
```
10
Properties=species:S:1:pos:R:3:forces:R:3
I 3.993754 0.163783 -0.002771 -1.7 -0.4 0.0
N 1.893714 -0.546368 0.385660 3.2 0.4 3.1
C 0.881711 0.199470 -0.209413 -2.7 2.7 1.2
H 0.719659 1.256505 0.202777 1.8 -1.1 -1.0
H -0.873166 0.015808 1.273913 1.2 -0.3 -0.7
H -0.280538 -1.398721 0.333989 -0.6 -1.5 0.4
H 1.071382 0.095429 -1.234095 -0.8 0.6 -2.0
C -0.464217 -0.363923 0.299142 -2.1 0.5 -0.9
F 1.823692 -1.800190 -0.177994 0.1 -0.6 -0.8
H -1.365515 -0.186824 -0.396424 1.7 -0.2 0.6
```
Positions in Å, forces in eV/Å.

***

Q: net charge of number 5 (C2H5ClN2S)?
A: 0

***

Please write out number 1 again, unchanged.
C2H5ClN2O | ωB97M-V/def2-TZVPD

The energy above the lowest of the compared OMol25 structures with the same formula, charge and spin comes out at 0.937 eV. The net charge is 0. The HOMO-LUMO gap (alpha / beta) comes out at 4.963 / 8.385 eV. Its strongest force on any atom is 6.51 eV/A. As for the multiplicity: 3. The value obtained for the calculated total energy is -723.8851 a.u. The expectation value of S² is 2.0058.

Geometry as XYZ:
```
11
Properties=species:S:1:pos:R:3:forces:R:3
H -0.866547 1.498459 1.073622 0.6 1.7 0.1
C -0.720874 -0.910774 -0.376475 0.5 -0.5 -6.5
H 2.778684 0.620977 0.125659 -3.9 0.3 -0.7
Cl -0.720340 -2.349752 -1.401135 -0.8 0.6 1.1
H -0.798703 0.891309 -1.146051 -0.5 0.1 -0.5
O 1.729819 0.664537 -0.111159 4.4 -0.2 0.5
N -1.212085 0.642336 0.759226 -0.8 -1.9 1.8
N -1.457649 0.320413 -0.610057 0.0 0.4 -2.6
H 1.738781 0.144279 -0.927711 -0.3 0.0 0.1
C -0.534853 -0.540711 0.925329 0.4 -0.9 6.2
H 0.063765 -0.981073 1.688751 0.3 0.5 0.5
```
Positions in Å, forces in eV/Å.

***

Q: What is the net charge in the fifth record?
A: 0

***

Q: strongest force on any atom of number 7 (C2H5ClNO7PSi)?
A: 3.60 eV/A